Below is a 2-piece molecular cluster, C5H12N2O overall in a non-equilibrium geometry, with properties calculated with ωB97M-V with the def2-TZVPD basis set.

M, g mol⁻¹: 116.164
SMILES: C=NC(=C)CCN.O
HOMO energy, eV: -8.84
Energy above the lowest of the compared OMol25 structures with the same formula, charge and spin, kJ/mol: 476.2
Largest force on an atom, eV/Å: 6.004
Orbital gap, eV: 9.18
Net charge: 0

XYZ file:
```
20
C5H12N2O ωB97M-V with the def2-TZVPD basis set
C -1.829 0.811 -0.969
N -1.170 -0.313 -1.010
C 0.146 -0.345 -1.223
C 0.848 0.489 -2.012
C 0.749 -1.451 -0.342
C 1.712 -1.023 0.658
N 3.094 -0.728 0.182
H -1.419 1.877 -0.941
H -2.911 0.976 -1.074
H 1.867 0.426 -2.181
H 0.590 1.434 -2.628
H 1.068 -2.158 -1.277
H -0.158 -2.005 0.093
H 1.963 -1.699 1.563
H 1.420 -0.026 1.223
H 3.148 0.236 -0.289
H 3.223 -1.439 -0.478
O -4.207 1.877 3.135
H -4.587 1.872 4.042
H -3.548 1.190 3.526
```

Löwdin atomic charge list, values in e, 5 entries:
1. C 0.01
2. N 0.02
3. C -0.45
4. C 0.05
5. C -0.20


Below is one molecule with the formula C8H12 in a non-equilibrium geometry, with properties calculated with ωB97M-V with the def2-TZVPD basis set.

M, g mol⁻¹: 108.184
SMILES: C=C/C=C(\C)C(=C)C
HOMO energy, eV: -8.54
Energy above the lowest of the compared OMol25 structures with the same formula, charge and spin, kJ/mol: 169.2
Largest force on an atom, eV/Å: 2.424
Orbital gap, eV: 9.50
Net charge: 0

XYZ file:
```
20
C8H12 ωB97M-V with the def2-TZVPD basis set
C -2.547 -0.161 2.341
C -1.603 0.501 1.691
C -0.817 -0.125 0.622
C 0.231 0.323 -0.067
C 0.995 1.551 0.360
C 0.640 -0.363 -1.315
C 0.251 0.056 -2.506
C 1.540 -1.580 -1.182
H -2.715 -1.199 2.521
H -3.048 0.291 3.190
H -1.443 1.543 1.915
H -1.165 -1.134 0.320
H 0.635 2.517 0.050
H 2.020 1.469 -0.022
H 1.317 1.650 1.429
H -0.076 1.070 -2.787
H 0.594 -0.593 -3.365
H 2.342 -1.773 -1.895
H 1.837 -1.505 -0.109
H 1.015 -2.539 -1.190
```

Löwdin atomic charge list, values in e, 5 entries:
1. C -0.01
2. C -0.16
3. C -0.08
4. C -0.29
5. C -0.05